Entry 1:
Below is a structure of composition C30H31AsN4O2RuS2, with properties calculated with wB97M-V/def2-TZVPD.

XYZ file:
```
71
Properties=species:S:1:pos:R:3:forces:R:3
Ru 0.87243 -0.12259 -0.54268 -3.7 0.6 1.0
N 2.34837 -0.95294 1.03634 -0.5 0.1 -0.7
C 2.63260 0.20722 1.89378 0.3 0.8 -0.2
C 2.72681 1.49446 0.99993 0.7 -0.6 1.5
O 3.48260 2.38526 1.30928 0.0 0.1 0.1
O 1.95982 1.47851 -0.01744 -0.3 -0.1 -1.4
H 2.00403 -1.73478 1.59088 0.0 0.1 -0.3
H 3.20422 -1.25337 0.56499 -0.2 -0.1 0.1
H 3.56867 0.10433 2.45291 -0.2 0.0 -0.1
H 1.80617 0.35344 2.59723 0.1 -0.1 -0.1
S -0.59583 1.27349 -1.86242 1.5 -0.9 0.8
C -2.07546 0.97066 -1.04961 0.1 -0.4 2.0
C -3.24637 1.21504 -1.79081 -0.5 0.1 -0.3
N -4.18731 1.42189 -2.41467 -0.3 0.0 -0.3
C -2.17495 0.58076 0.28415 0.4 0.7 -2.0
S -0.84696 0.44336 1.34744 2.0 -0.7 -1.3
C -3.43432 0.27478 0.83016 -0.7 -0.1 0.2
N -4.44056 -0.04934 1.27899 -0.3 0.0 0.2
C -1.08481 -5.23367 -7.39168 0.0 0.0 0.0
C -0.50189 -4.33387 -6.34676 0.0 0.1 0.1
C -1.21188 -3.25309 -5.84464 0.1 0.0 0.1
C -0.69064 -2.44969 -4.84069 0.1 0.1 0.3
C -1.46488 -1.25118 -4.37639 0.1 0.1 0.0
C 0.55313 -2.77130 -4.27372 0.1 0.7 0.0
As 1.13580 -1.54882 -2.75251 0.7 -1.3 -0.5
N 0.04074 -1.77727 -1.28481 1.5 2.2 0.5
C -0.98757 -2.58543 -0.96025 -1.3 -1.2 0.8
C -1.45981 -2.59997 0.37173 0.5 0.1 -0.1
C -2.57563 -3.31990 0.72378 -0.2 -0.2 0.0
C -3.23873 -4.10069 -0.21433 0.1 0.1 0.0
C -2.73362 -4.17682 -1.50425 -0.1 -0.1 0.0
C -1.62642 -3.44964 -1.87485 0.4 0.3 0.0
C 2.72409 -2.37811 -1.88906 0.2 -0.1 -0.3
C 3.89772 -1.60825 -1.89956 -0.3 0.0 -0.2
C 3.91844 -0.24739 -2.53229 -0.1 0.1 0.0
C 5.06110 -2.11435 -1.33471 0.0 -0.1 0.1
C 5.09412 -3.36284 -0.73084 -0.1 0.0 -0.1
C 6.36368 -3.94112 -0.18948 0.0 0.0 0.0
C 3.91315 -4.08828 -0.67652 0.0 0.1 0.0
C 2.73673 -3.62091 -1.24590 -0.1 0.0 -0.1
C 1.51510 -4.48310 -1.17311 0.0 0.0 0.0
C 1.34576 -3.75524 -4.87454 0.1 0.0 0.2
C 2.79042 -3.97307 -4.52571 0.0 0.1 0.0
C 0.78916 -4.53557 -5.87962 -0.2 0.1 0.0
H -2.10275 -4.94380 -7.63594 -0.1 0.0 0.0
H -1.09247 -6.26473 -7.04235 0.0 -0.1 0.0
H -0.48676 -5.20221 -8.30011 0.0 0.0 -0.1
H -2.18467 -3.01035 -6.24765 -0.1 0.0 0.0
H -2.36509 -1.12178 -4.96929 -0.1 0.1 0.0
H -0.84823 -0.35109 -4.47103 -0.2 0.0 0.1
H -1.77297 -1.34399 -3.33236 0.0 0.1 0.0
H -0.92034 -2.03389 1.12185 -0.1 -0.1 -0.1
H -2.93033 -3.27830 1.74173 0.0 0.0 0.1
H -4.12152 -4.65451 0.06296 -0.1 -0.1 0.0
H -3.20380 -4.81357 -2.23872 -0.1 -0.1 0.0
H -1.24691 -3.54156 -2.88009 0.0 0.0 0.0
H 3.23135 0.43263 -2.01017 0.2 0.0 -0.2
H 3.60171 -0.30930 -3.57816 0.1 0.2 0.1
H 4.91518 0.18240 -2.49052 0.1 0.1 0.0
H 5.96852 -1.52986 -1.38815 0.1 0.1 0.0
H 7.17106 -3.21497 -0.22668 0.1 0.0 0.0
H 6.65273 -4.81064 -0.78061 0.1 0.0 0.0
H 6.22765 -4.26778 0.83992 0.1 0.0 0.1
H 3.90928 -5.05786 -0.20018 0.0 -0.2 0.1
H 1.78542 -5.52066 -0.99443 0.0 -0.1 0.0
H 0.94223 -4.42053 -2.09856 -0.1 -0.1 0.0
H 0.86768 -4.16609 -0.35443 0.0 -0.1 0.0
H 3.27737 -3.01451 -4.33805 0.1 -0.2 0.0
H 3.29999 -4.46291 -5.35154 0.0 0.0 -0.1
H 2.90823 -4.60055 -3.64482 0.1 0.0 0.1
H 1.39360 -5.31580 -6.31875 0.1 -0.1 -0.1
```
Positions in Å, forces in eV/Å.

Results
Total charge ... 0
Frontier orbital gap (alpha / beta) ... 4.96 / 4.92 eV
HOMO energy (alpha / beta) ... -7.712 / -7.720 eV

=====

Entry 2:
Below is a structure of composition C30H31AuN5S3, with properties calculated with wB97M-V/def2-TZVPD.

XYZ file:
```
70
Properties=species:S:1:pos:R:3:forces:R:3
Au -1.66070 0.29036 0.24748 0.2 0.0 0.1
C 4.97203 -1.86088 0.71128 0.0 0.1 0.0
C 4.80495 -0.68169 1.63008 0.0 -0.1 0.0
C 5.87813 -0.17417 2.35127 0.0 0.0 0.0
C 5.73464 0.91584 3.19611 0.0 0.0 0.0
C 4.49508 1.51817 3.33175 0.0 0.0 0.0
C 3.41127 1.03828 2.61437 -0.1 0.0 -0.1
C 3.56269 -0.05745 1.76870 0.1 0.1 0.3
N 2.49010 -0.54384 0.97034 -0.1 0.0 -0.2
C 1.15771 -0.34674 1.17501 0.3 -0.2 -0.1
N 0.75838 -0.37235 2.45121 0.1 0.0 0.3
C -0.51098 -0.23075 3.02597 0.0 0.1 -0.3
C -1.65570 0.09753 2.32399 0.0 0.3 -0.8
C -2.87909 0.22086 2.94536 -0.4 0.1 -0.1
C -2.96990 0.01159 4.30938 0.2 0.0 0.0
C -1.83099 -0.31936 5.02777 0.0 0.0 0.0
C -0.59545 -0.43990 4.41414 -0.1 0.0 0.1
C 0.62780 -0.80673 5.21318 -0.1 0.0 -0.1
N 0.33864 -0.23917 0.16394 -0.9 0.3 0.4
C 0.85416 -0.11403 -1.15842 0.1 0.1 -0.5
C 1.40006 1.09738 -1.57527 -0.1 0.0 0.2
C 1.91100 1.22716 -2.85397 0.0 0.0 -0.1
C 1.86093 0.14526 -3.72152 0.0 0.0 0.0
C 1.30372 -1.05467 -3.30443 0.1 0.0 0.0
C 0.78637 -1.21078 -2.02406 0.0 -0.1 0.2
C 0.19690 -2.51202 -1.55787 0.0 0.1 0.1
H 5.95886 -2.30057 0.83470 0.0 0.0 0.0
H 4.86906 -1.56652 -0.33798 0.0 0.0 0.0
H 4.22594 -2.63052 0.91805 0.0 0.0 0.0
H 6.84650 -0.64756 2.24720 0.0 0.0 0.0
H 6.58938 1.29856 3.73707 0.0 0.0 0.0
H 4.36936 2.37318 3.98244 0.0 0.0 0.0
H 2.45399 1.53786 2.69753 0.0 0.0 0.0
H 2.73610 -0.76517 0.01630 0.0 0.1 0.0
H 1.49664 -0.56644 3.11017 0.0 0.0 0.0
H -3.76725 0.47083 2.38178 0.1 -0.1 0.1
H -3.92704 0.10261 4.80253 0.0 0.0 0.0
H -1.90814 -0.49406 6.09327 0.1 0.0 0.0
H 0.36858 -0.88887 6.26534 0.0 0.0 0.0
H 1.41428 -0.05105 5.12906 0.0 0.0 0.0
H 1.03670 -1.77029 4.89673 0.0 0.0 0.0
H 1.42185 1.92938 -0.88050 0.0 0.0 0.0
H 2.35058 2.16401 -3.16835 0.0 0.0 0.0
H 2.26411 0.23529 -4.72187 0.0 0.0 0.0
H 1.27061 -1.89838 -3.98490 0.1 0.0 0.0
H 0.19846 -3.25023 -2.35764 0.0 0.0 0.0
H -0.82687 -2.36897 -1.20350 0.0 0.0 -0.1
H 0.77156 -2.92035 -0.72284 0.0 0.0 0.0
S -3.74965 -1.48392 -0.10005 -0.4 -0.1 0.1
C -4.48088 0.06266 0.02623 0.6 -0.8 -0.2
C -5.86077 0.29202 0.11344 -0.3 0.6 0.0
C -6.31730 1.58224 0.27338 0.0 -0.4 0.0
C -5.41151 2.64811 0.32182 0.2 0.1 -0.1
C -4.07191 2.37039 0.22424 0.0 0.3 -0.1
N -3.62103 1.11381 0.08031 0.2 -0.4 0.7
H -6.53685 -0.54806 0.07584 0.0 0.0 0.0
H -7.37888 1.77159 0.36654 0.0 0.0 0.0
H -5.74523 3.66862 0.43476 0.0 0.0 0.0
H -3.32241 3.15078 0.24354 0.0 0.0 0.1
S -2.59888 0.27866 -2.75241 -0.1 0.2 0.4
C -2.15597 0.36084 -4.34900 0.3 -0.1 0.0
N -1.32292 -0.47719 -4.96556 -0.1 0.1 -0.2
C -1.24951 -0.42832 -6.41862 0.0 0.0 0.0
C -1.73432 0.96117 -6.82154 -0.1 0.2 0.2
S -2.82311 1.52004 -5.46145 0.0 -0.1 -0.1
H -0.95225 -1.25913 -4.45104 0.0 0.0 0.1
H -1.88054 -1.20625 -6.85603 0.0 0.0 0.0
H -0.22172 -0.59219 -6.74240 0.0 0.0 0.0
H -2.30276 0.94968 -7.74678 0.0 0.0 0.0
H -0.91657 1.67379 -6.90563 0.0 0.0 0.0
```
Positions in Å, forces in eV/Å.

Results
Total charge ... +1
Frontier orbital gap ... 5.23 eV
HOMO energy ... -9.595 eV

=====

Entry 3:
Below is a structure of composition C30H32AsMoN3O5S2Si, with properties calculated with wB97M-V/def2-TZVPD.

XYZ file:
```
75
Properties=species:S:1:pos:R:3:forces:R:3
Mo 0.79009 0.38648 1.32068 1.9 -0.4 1.2
O -4.77472 -0.34663 1.30082 0.1 0.2 -0.9
C -3.44333 -0.18486 1.55609 -0.7 0.0 0.8
C -2.71162 -1.27083 2.01386 0.8 -2.5 0.7
C -1.40918 -1.16088 2.53316 -0.2 1.2 -1.1
N -0.78129 0.11325 2.37654 -3.4 0.2 1.3
C -1.70867 1.26777 2.32027 1.8 -2.4 -1.3
C -2.93093 1.11289 1.74525 -0.9 0.7 -0.4
C -1.28946 2.59475 2.79446 1.0 4.0 3.1
O -0.55157 2.59688 3.86954 -1.4 -0.6 -3.1
O -1.83861 3.63132 2.26517 1.1 -2.6 0.3
C -0.73794 -2.35441 3.22753 0.2 -1.0 1.2
O -1.39959 -3.39018 3.34771 1.8 2.1 -0.4
O 0.49957 -2.16174 3.82820 -2.3 0.6 -2.0
H -5.00775 -1.22808 0.95009 0.5 0.5 0.4
H -3.16329 -2.33083 2.02462 0.7 1.9 0.2
H -3.42519 2.10645 1.52257 0.2 -1.5 0.4
S 1.32503 -1.26352 -0.20027 -0.8 -1.4 1.1
C 2.35126 -0.32606 -1.18341 1.0 2.0 -1.8
C 3.55849 -0.87236 -1.74990 -3.2 -2.3 1.6
C 4.36072 -0.17832 -2.53316 0.7 2.6 -0.4
C 4.05108 1.15812 -2.82668 -1.4 0.7 -1.1
C 2.83851 1.74586 -2.39201 -0.2 -0.4 -0.4
C 1.93229 0.99397 -1.57032 2.0 0.2 0.3
As 0.30406 1.75192 -0.70827 -1.2 1.1 -3.1
C -1.01113 1.06162 -2.09088 -2.0 -0.7 2.3
C -0.55828 0.24359 -3.10176 2.7 2.0 0.8
C -1.32349 -0.29938 -4.04890 -2.2 -1.1 -1.9
C -2.71584 -0.18836 -3.94296 0.2 0.6 -0.1
C -3.21701 0.68435 -2.97723 -0.9 -0.3 0.6
C -2.43009 1.20366 -1.93362 1.9 -0.5 -1.3
C 0.06225 3.60410 -1.28238 1.0 0.9 1.2
C -0.22611 4.64809 -0.32825 -0.3 -1.0 -1.7
C -0.58553 5.86051 -0.88196 0.3 1.3 -0.5
C -0.55278 6.08337 -2.26557 -1.5 -0.3 -1.0
C -0.31239 5.04926 -3.20473 0.2 0.4 1.3
C 0.12493 3.81649 -2.66272 -0.7 1.4 0.2
H 3.68858 -1.96604 -1.76907 0.0 0.5 0.9
H 5.25011 -0.64959 -2.83411 1.0 -0.3 -0.9
H 4.56049 1.64555 -3.67121 0.2 0.0 0.8
H 2.52010 2.73145 -2.84487 0.6 -1.2 0.9
H 0.51710 0.25988 -3.19925 0.1 -0.5 -0.4
H -0.90216 -0.69518 -4.97158 0.1 -0.5 0.5
H -3.39430 -0.73188 -4.61653 0.4 0.6 0.1
H -4.27865 0.96145 -3.03085 0.3 -0.5 0.4
H -2.87912 1.60877 -1.04487 -0.1 0.7 -0.1
H -0.29676 4.52803 0.74403 0.0 -0.5 0.0
H -0.92759 6.73913 -0.30284 0.4 -0.9 0.1
H -0.97911 7.05306 -2.62115 0.6 -0.9 0.2
H -0.56085 5.21363 -4.27036 0.7 -0.2 0.7
H 0.52928 3.05308 -3.29586 -0.4 -0.5 -0.4
C -2.02192 -5.92269 -0.75497 0.9 -1.8 0.1
N -0.88343 -6.17153 0.17714 0.9 0.3 -1.4
C 0.43505 -6.16065 -0.31421 0.5 0.3 0.9
N 0.72027 -7.07504 -1.30576 -1.8 0.7 0.8
S 1.69674 -5.21541 0.30141 -1.2 -0.4 -0.3
H -2.84019 -6.43771 -0.25633 -0.5 0.4 -0.4
H -1.81927 -6.46039 -1.71313 -0.2 0.7 0.7
H -2.19626 -4.86403 -0.90696 -0.1 0.1 -0.1
H -1.01464 -5.63244 1.01593 0.5 0.2 0.2
H 0.22802 -7.94944 -1.21097 0.0 -0.1 -0.3
H 1.68265 -7.11764 -1.51826 0.9 -0.1 -0.2
C 1.22037 0.29810 5.20777 0.0 1.0 -1.9
Si 1.41851 -0.65211 3.58794 1.0 -1.0 1.7
C 2.13263 2.16959 1.77862 -1.7 -0.1 2.0
C 3.18545 -1.32579 3.62758 -0.2 -0.1 -2.0
H 1.44769 1.33214 4.80139 -0.2 -0.7 1.1
H 1.89676 -0.02699 5.99462 0.1 0.0 -0.1
H 0.19148 0.30506 5.54332 -0.2 0.2 0.1
H 2.34871 2.81264 0.93308 0.4 -0.1 -0.2
H 3.02348 1.88004 2.37164 -0.3 0.0 -0.7
H 1.52001 2.80996 2.51255 0.6 -0.9 -1.0
H 3.36630 -2.01183 4.41755 -0.1 -0.6 0.9
H 3.98666 -0.59811 3.64221 0.0 0.5 0.1
H 3.33528 -1.89527 2.68476 0.0 0.2 0.4
```
Positions in Å, forces in eV/Å.

Results
Total charge ... 0
Frontier orbital gap (alpha / beta) ... 4.79 / 6.52 eV
2S+1 ... 3
⟨S²⟩ ... 2.102
HOMO energy (alpha / beta) ... -7.115 / -8.358 eV

=====

Q: total charge of number 1 (C30H31AsN4O2RuS2)?
A: 0